[1]
{"formula": "C6H11P", "method": "ωB97M-V with the def2-TZVPD basis set", "homo_ev": -8.161, "e_tot_ha": -576.4437, "relative_energy_ev": 2.0104, "symbols": ["C", "C", "C", "C", "C", "C", "P", "H", "H", "H", "H", "H", "H", "H", "H", "H", "H", "H"], "positions_angstrom": [[2.23788, 0.94328, -0.29165], [1.25903, 0.92040, 0.81343], [1.10514, -0.01638, -0.42691], [1.10700, -1.51491, -0.32395], [-2.55287, 0.16139, -0.48772], [-1.61705, 0.41171, 0.70438], [-0.20524, 1.25644, -0.20383], [2.40498, 1.86477, -0.80660], [3.25307, 0.39170, -0.19849], [1.23538, 0.35778, 1.89985], [1.25359, -1.78512, 0.74877], [1.80749, -2.17058, -0.97497], [0.16101, -1.92434, -0.74636], [-3.50139, -0.16477, -0.15847], [-2.50508, 1.06679, -1.15224], [-2.17141, -0.64178, -1.04509], [-1.36143, -0.48604, 1.30443], [-1.91011, 1.32967, 1.34541]], "atomic_forces_ev_per_a": [[3.21, -2.00, 0.68], [-0.67, -2.51, 2.38], [-0.44, 1.40, 0.22], [0.14, -1.62, -0.84], [0.70, 1.41, 0.70], [0.79, 1.71, -0.05], [0.16, -0.57, 0.48], [-0.39, 0.45, -0.77], [-1.66, 0.93, 0.27], [0.47, 1.83, -2.93], [-0.26, -0.26, -0.88], [-0.36, 1.73, 1.06], [0.16, 0.38, 0.90], [-1.45, 0.23, 0.08], [-0.77, -0.85, 0.58], [0.72, -1.16, -0.96], [-0.20, 0.68, -0.30], [-0.14, -1.80, -0.63]], "mulliken_charge": [-0.65, -0.40, 0.70, -1.04, -1.15, -0.39, -0.25, 0.24, 0.20, 0.29, 0.29, 0.32, 0.23, 0.35, 0.33, 0.29, 0.36, 0.29]}

[2]
{"formula": "C6H11P", "method": "ωB97M-V with the def2-TZVPD basis set", "homo_ev": -7.942, "e_tot_ha": -576.3801, "relative_energy_ev": 3.7422, "symbols": ["C", "C", "C", "C", "C", "C", "P", "H", "H", "H", "H", "H", "H", "H", "H", "H", "H", "H"], "positions_angstrom": [[1.34608, 0.17281, -0.55857], [-0.80621, -0.16460, -0.12332], [-0.54960, 1.26115, -0.58128], [0.39496, -0.96439, -0.58548], [-0.87680, 2.26875, 0.45058], [0.82718, -2.09466, 0.33305], [2.70058, 0.92485, -0.13034], [-0.96863, 0.07259, 0.89134], [-1.81417, -0.59633, -0.33199], [-0.71213, 1.47086, -1.69514], [0.39162, -1.47047, -1.53562], [-1.12715, 3.31669, 0.13157], [-0.02768, 2.18802, 1.25087], [-1.86063, 1.96724, 0.90131], [1.29021, -1.63903, 1.24715], [1.62515, -2.65684, -0.15857], [-0.15813, -2.50827, 0.68792], [3.68063, -0.25330, -0.02228]], "atomic_forces_ev_per_a": [[-3.11, 2.25, -0.43], [-2.13, -0.19, -1.57], [2.61, -1.69, -2.83], [0.92, 0.03, 1.30], [0.05, 0.85, 1.32], [-0.43, 1.13, 1.79], [1.88, -0.58, 0.06], [0.99, -1.06, 1.99], [0.39, 0.20, -0.60], [0.25, -0.11, 1.74], [-0.86, 0.54, -0.93], [1.04, -0.90, 0.07], [-1.78, 0.61, -1.15], [0.82, -0.05, 0.06], [-0.36, -0.42, -0.60], [-0.68, -0.74, 0.28], [1.42, -0.85, -0.53], [-1.03, 0.96, 0.03]], "mulliken_charge": [-0.21, -0.99, -0.02, 0.66, -1.19, -1.36, -0.24, 0.42, 0.34, 0.33, 0.36, 0.33, 0.26, 0.30, 0.31, 0.40, 0.31, -0.01]}

[3]
{"formula": "C6H12", "method": "ωB97M-V with the def2-TZVPD basis set", "homo_ev": -9.354, "smiles": "CCCC1CC1", "e_tot_ha": -235.7521, "relative_energy_ev": 1.8004, "symbols": ["C", "C", "C", "C", "C", "C", "H", "H", "H", "H", "H", "H", "H", "H", "H", "H", "H", "H"], "positions_angstrom": [[-2.08212, 0.29723, 0.49374], [-1.32157, -1.01904, 0.60283], [0.19455, -0.84030, 0.53842], [0.70861, -0.12662, -0.70425], [2.18174, 0.10684, -0.76969], [1.30308, 1.29603, -0.66061], [-1.94411, 0.75853, -0.49067], [-1.73275, 1.01293, 1.24781], [-3.15590, 0.14712, 0.64023], [-1.58092, -1.51476, 1.54791], [-1.64188, -1.70101, -0.19722], [0.65998, -1.83393, 0.65276], [0.54049, -0.25889, 1.40554], [0.02985, 0.14011, -1.48979], [2.66818, -0.12547, 0.17494], [2.80025, -0.06397, -1.64304], [1.20117, 1.85937, -1.59400], [1.17137, 1.86585, 0.24508]], "atomic_forces_ev_per_a": [[-0.07, 0.10, -0.02], [-0.03, 0.00, 0.00], [0.01, 0.18, 0.08], [-0.22, 1.05, 0.45], [0.31, 0.02, -0.02], [0.11, 0.38, 0.37], [-0.01, -0.04, 0.15], [-0.06, -0.09, -0.10], [0.11, 0.04, -0.02], [0.06, 0.07, -0.15], [0.06, 0.13, 0.10], [-0.01, 0.32, -0.28], [-0.13, -0.08, 0.07], [-0.20, -1.86, -1.08], [0.02, -0.32, -0.24], [-0.14, 0.06, -0.01], [-0.29, -0.10, 0.48], [0.49, 0.13, 0.21]], "mulliken_charge": [-1.03, -0.52, -0.72, -0.07, -0.61, -0.63, 0.27, 0.27, 0.35, 0.31, 0.28, 0.29, 0.38, 0.47, 0.23, 0.25, 0.25, 0.23]}